1.
The following is a quantum chemistry calculation of a molecular structure, C28H41BIN6RuS3, from the Open Molecules 2025 dataset.

CARTESIAN COORDINATES (ANGSTROEM)
Ru1 0.199 -3.968 0.581
C1 -4.433 -2.610 -1.346
C2 -3.132 -1.895 -1.496
C3 -2.898 -0.933 -2.452
C4 -1.633 -0.318 -2.562
N1 -0.673 -0.606 -1.698
N2 -0.884 -1.522 -0.783
B1 0.197 -1.801 0.304
N3 1.602 -1.221 -0.055
N4 1.743 0.086 0.015
C5 2.927 0.632 -0.199
C6 4.032 -0.172 -0.554
C7 3.910 -1.539 -0.600
C8 5.047 -2.455 -0.907
C9 2.627 -2.054 -0.302
S1 2.358 -3.753 -0.237
C10 3.031 2.134 -0.040
C11 2.281 2.781 -1.217
C12 4.487 2.610 -0.049
C13 2.375 2.533 1.291
N5 -0.272 -1.123 1.642
N6 -0.850 0.045 1.514
C14 -1.208 0.720 2.598
C15 -0.931 0.205 3.884
C16 -0.359 -1.036 4.033
C17 -0.113 -1.668 5.361
C18 -0.036 -1.714 2.829
S2 0.679 -3.277 2.831
C19 -1.930 2.032 2.430
C20 -1.130 3.141 3.132
C21 -2.123 2.374 0.949
C22 -3.315 1.900 3.100
C23 -2.035 -2.211 -0.673
S3 -2.101 -3.492 0.496
C24 -1.347 0.740 -3.604
C25 -1.589 2.102 -2.925
C26 0.109 0.631 -4.085
C27 -2.279 0.603 -4.813
H1 -5.186 -2.201 -2.014
H2 -4.801 -2.541 -0.320
H3 -4.314 -3.672 -1.576
H4 -3.685 -0.651 -3.139
H5 4.989 0.289 -0.751
H6 5.953 -1.896 -1.127
H7 4.811 -3.088 -1.765
H8 5.248 -3.120 -0.064
H9 2.688 2.450 -2.174
H10 2.390 3.864 -1.161
H11 1.223 2.526 -1.181
H12 4.961 2.447 -1.019
H13 5.075 2.130 0.737
H14 4.510 3.682 0.137
H15 1.338 2.199 1.318
H16 2.405 3.617 1.400
H17 2.911 2.090 2.134
H18 -1.204 0.782 4.757
H19 -0.446 -1.023 6.170
H20 0.950 -1.878 5.503
H21 -0.641 -2.621 5.438
H22 -0.112 3.212 2.747
H23 -1.074 2.996 4.212
H24 -1.628 4.094 2.960
H25 -1.161 2.528 0.455
H26 -2.701 3.292 0.860
H27 -2.653 1.574 0.431
H28 -3.236 1.728 4.175
H29 -3.897 1.091 2.655
H30 -3.863 2.830 2.958
H31 -0.913 2.240 -2.081
H32 -2.616 2.191 -2.563
H33 -1.418 2.897 -3.650
H34 0.800 0.637 -3.244
H35 0.341 1.472 -4.736
H36 0.256 -0.288 -4.656
H37 -3.311 0.871 -4.578
H38 -2.246 -0.406 -5.230
H39 -1.950 1.289 -5.592
I1 0.126 -6.714 0.885
C28 -0.031 -5.509 -0.853
H40 -1.004 -5.604 -1.320
H41 0.787 -5.714 -1.533

As for the total charge: +3. The calculation puts the frontier orbital gap (spin up / spin down) at 8.14 / 4.73 eV. The spin multiplicity is 5. The value obtained for the lowest unoccupied orbital energy (spin up / spin down) is -9.326 / -12.566 eV. For the energy, the calculation gives -82481.580 eV.



2.
The following is a quantum chemistry calculation of 3 unconnected molecules or ions with the total composition C28H41F13N2O5S2, from the Open Molecules 2025 dataset.

CARTESIAN COORDINATES (ANGSTROEM)
O1 -4.900 0.664 -0.827
C1 -3.768 0.314 -1.063
O2 -3.325 -0.082 -2.301
C2 -2.011 -0.470 -2.185
O3 -1.367 -0.952 -3.096
C3 -1.550 -0.189 -0.793
C4 -0.135 -0.384 -0.384
C5 0.476 0.951 0.123
C6 1.209 0.724 1.418
F1 2.229 -0.134 1.141
F2 0.473 0.107 2.354
C7 1.914 1.970 2.022
F3 2.924 1.567 2.797
F4 2.448 2.645 0.994
C8 0.991 2.968 2.786
F5 -0.285 2.664 2.456
F6 1.195 4.215 2.368
C9 1.057 2.869 4.338
F7 1.186 1.597 4.706
F8 -0.118 3.303 4.812
S1 2.392 3.928 5.164
F9 1.590 3.875 6.521
F10 1.621 5.218 4.744
F11 3.234 3.955 3.838
F12 3.197 2.649 5.624
F13 3.476 4.829 5.846
C10 -2.608 0.240 -0.116
S2 -2.803 0.669 1.567
H1 0.012 -1.197 0.311
H2 0.394 -0.643 -1.289
H3 -0.287 1.708 0.202
H4 1.204 1.268 -0.605
H5 -2.959 2.003 1.537
C11 2.941 3.752 -5.397
C12 2.138 2.746 -4.529
C13 1.120 1.989 -5.384
C14 -0.085 2.830 -5.799
C15 -0.733 3.474 -4.577
C16 0.256 4.277 -3.733
N1 1.462 3.461 -3.404
O4 1.194 2.643 -2.447
C17 0.649 5.564 -4.481
C18 -0.423 4.734 -2.446
C19 3.149 1.746 -3.978
H6 3.941 3.378 -5.605
H7 2.467 3.946 -6.360
H8 3.079 4.705 -4.889
H9 0.758 1.118 -4.827
H10 1.624 1.599 -6.271
H11 0.209 3.594 -6.524
H12 -0.814 2.193 -6.304
H13 -1.549 4.128 -4.889
H14 -1.184 2.688 -3.961
H15 1.425 6.106 -3.939
H16 -0.217 6.221 -4.561
H17 0.999 5.388 -5.495
H18 -0.844 3.901 -1.884
H19 -1.240 5.412 -2.688
H20 0.278 5.264 -1.799
H21 3.868 2.234 -3.319
H22 3.694 1.299 -4.807
H23 2.672 0.937 -3.427
C20 -0.332 -7.192 2.825
C21 -0.060 -5.720 2.415
C22 -0.015 -4.814 3.649
C23 -1.382 -4.541 4.274
C24 -2.348 -4.029 3.210
C25 -2.451 -4.949 1.997
N2 -1.101 -5.256 1.452
O5 -0.668 -4.247 0.777
C26 -3.204 -6.234 2.391
C27 -3.309 -4.298 0.918
C28 1.311 -5.699 1.749
H24 0.579 -7.786 2.775
H25 -0.714 -7.280 3.843
H26 -1.040 -7.675 2.155
H27 0.432 -3.855 3.369
H28 0.652 -5.259 4.391
H29 -1.780 -5.439 4.753
H30 -1.276 -3.795 5.064
H31 -3.341 -3.900 3.645
H32 -2.022 -3.034 2.886
H33 -3.207 -6.949 1.567
H34 -4.240 -5.995 2.625
H35 -2.793 -6.728 3.269
H36 -2.941 -3.315 0.626
H37 -4.324 -4.163 1.290
H38 -3.360 -4.921 0.024
H39 1.314 -6.292 0.833
H40 2.045 -6.122 2.433
H41 1.637 -4.689 1.505

As for the total charge: 0. The calculation puts the frontier orbital gap (spin up / spin down) at 7.48 / 8.43 eV. The spin multiplicity is 3. The value obtained for the lowest unoccupied orbital energy (spin up / spin down) is -1.036 / -1.038 eV. For the energy, the calculation gives -99911.909 eV.



3.
The following is a quantum chemistry calculation of a gas-phase ion, C28H41O4Si2 (charge +1), from the Open Molecules 2025 dataset.

CARTESIAN COORDINATES (ANGSTROEM)
C1 3.283 0.679 1.632
Si1 1.823 1.830 1.438
C2 1.722 2.923 2.934
C3 1.906 2.800 -0.146
O1 0.391 0.976 1.383
C4 0.118 -0.379 0.897
C5 -1.390 -0.539 1.032
O2 -2.112 0.470 1.421
Si2 -2.858 1.387 2.653
C6 -1.714 2.792 3.033
C7 -4.439 2.007 1.906
C8 -3.102 0.248 4.098
C9 -2.066 -1.839 0.855
C10 -1.554 -2.745 1.973
C11 -0.030 -2.754 1.950
C12 0.558 -1.352 2.053
H1 4.188 1.306 1.626
H2 3.239 0.163 2.602
H3 3.399 -0.074 0.841
H4 2.596 3.589 2.929
H5 0.813 3.532 2.953
H6 1.760 2.316 3.848
H7 2.534 3.681 0.052
H8 2.351 2.239 -0.979
H9 0.910 3.141 -0.459
H10 -2.301 3.594 3.508
H11 -0.924 2.489 3.729
H12 -1.248 3.194 2.125
H13 -4.984 2.601 2.656
H14 -4.237 2.653 1.040
H15 -5.086 1.181 1.583
H16 -3.752 0.759 4.825
H17 -3.586 -0.695 3.809
H18 -2.149 0.021 4.597
H19 -3.157 -1.704 0.878
H20 -1.783 -2.238 -0.132
H21 -1.908 -2.342 2.933
H22 -1.961 -3.760 1.867
H23 0.348 -3.365 2.786
H24 0.310 -3.252 1.033
H25 1.653 -1.393 2.123
H26 0.197 -0.880 2.980
C13 4.445 -4.380 -4.136
O3 4.233 -4.274 -2.710
C14 3.191 -3.569 -2.194
C15 3.217 -3.379 -0.797
C16 2.295 -2.546 -0.194
C17 1.297 -1.869 -0.931
C18 0.694 -0.519 -0.387
C19 -0.033 0.264 -1.521
C20 -1.363 0.680 -1.513
C21 -1.831 1.514 -2.538
C22 -0.993 1.883 -3.604
O4 -1.596 2.671 -4.538
C23 -2.994 2.858 -4.097
C24 -3.168 2.136 -2.754
C25 0.339 1.454 -3.652
C26 0.786 0.655 -2.619
C27 1.174 -2.238 -2.281
C28 2.108 -3.035 -2.934
H27 5.367 -4.963 -4.198
H28 3.623 -4.920 -4.626
H29 4.589 -3.396 -4.604
H30 3.996 -3.862 -0.209
H31 2.370 -2.456 0.879
H32 1.658 0.039 -0.337
H33 -2.089 0.408 -0.751
H34 -3.177 3.935 -4.014
H35 -3.652 2.438 -4.867
H36 -3.965 1.378 -2.791
H37 -3.424 2.841 -1.946
H38 0.965 1.751 -4.485
H39 1.826 0.324 -2.638
H40 0.322 -1.875 -2.865
H41 2.032 -3.207 -4.012

As for the total charge: +1. The calculation puts the frontier orbital gap at 6.35 eV. The value obtained for the lowest unoccupied orbital energy is -4.051 eV. Its relative energy (zero: lowest compared OMol25 entry of this formula, charge and spin) is 0.000 eV. For the energy, the calculation gives -53642.619 eV.



Number 3 is which compound? C28H41O4Si2